Arrangement i

{"formula": "C46H56BiBrF6N6O4S2Si", "method": "ωB97M-V/def2-TZVPD", "symbols": ["Bi", "C", "Si", "C", "C", "C", "C", "C", "C", "N", "C", "S", "H", "H", "H", "H", "H", "H", "H", "H", "H", "H", "H", "H", "C", "C", "N", "C", "C", "C", "O", "O", "C", "O", "C", "C", "C", "F", "C", "C", "C", "N", "C", "C", "N", "C", "C", "H", "H", "H", "H", "H", "H", "H", "H", "H", "H", "H", "H", "H", "H", "H", "H", "H", "H", "C", "C", "C", "C", "C", "C", "C", "Br", "C", "O", "C", "C", "C", "C", "C", "C", "H", "H", "H", "H", "H", "H", "H", "H", "H", "H", "H", "H", "H", "H", "H", "H", "H", "H", "H", "H", "F", "C", "C", "C", "F", "C", "F", "C", "F", "C", "F", "C", "N", "C", "N", "S", "H", "H", "H", "H", "H", "H"], "coordinates": [[-0.6866, -0.0270, 1.0434], [3.5576, -4.8729, -1.7441], [2.2253, -3.8053, -2.5568], [1.4030, -4.7771, -3.9705], [3.0034, -2.2570, -3.2946], [0.8625, -3.5546, -1.2728], [0.1438, -4.6805, -0.8995], [-0.9048, -4.6235, 0.0165], [-1.2190, -3.3880, 0.5408], [-0.5217, -2.3006, 0.2332], [0.5245, -2.3402, -0.6234], [1.3251, -0.8373, -0.7469], [4.3488, -5.1455, -2.4457], [3.1325, -5.7953, -1.3445], [4.0147, -4.3360, -0.9109], [2.1453, -5.2184, -4.6392], [0.7599, -4.1306, -4.5715], [0.7817, -5.5899, -3.5913], [3.8152, -2.5238, -3.9769], [3.3989, -1.6147, -2.5094], [2.2704, -1.6757, -3.8548], [0.4009, -5.6418, -1.3341], [-1.4433, -5.5140, 0.3088], [-2.0214, -3.2195, 1.2414], [3.6148, 6.6716, -1.7210], [2.1933, 6.4792, -2.2463], [1.7108, 5.1148, -2.1150], [1.1666, 4.7196, -0.9084], [0.5368, 3.5517, -0.6968], [0.2047, 3.1769, 0.7594], [-0.2953, 4.0556, 1.4481], [0.6256, 2.0250, 1.1482], [0.2498, 2.6919, -1.8259], [-0.5926, 1.8165, -1.8549], [1.0771, 2.9927, -3.0175], [1.1524, 2.0466, -4.0280], [1.9491, 2.2626, -5.1231], [1.9578, 1.3302, -6.1128], [2.7391, 3.4057, -5.2308], [2.6511, 4.3621, -4.2279], [1.8097, 4.1887, -3.1231], [3.6983, 3.6171, -6.2701], [4.1395, 2.4863, -7.0765], [5.4290, 2.9212, -7.8159], [5.9083, 4.1647, -7.1456], [4.9841, 5.2967, -7.4455], [3.5577, 4.8050, -7.0963], [3.9353, 7.7004, -1.8891], [4.3161, 5.9934, -2.2090], [3.6521, 6.4782, -0.6495], [2.1254, 6.7753, -3.2940], [1.5178, 7.1238, -1.6838], [1.2859, 5.4162, -0.0872], [0.5741, 1.1362, -3.9290], [3.2886, 5.2349, -4.2949], [3.3941, 2.1616, -7.8071], [4.3449, 1.6496, -6.4124], [5.2414, 3.1465, -8.8639], [6.1936, 2.1503, -7.7579], [6.8765, 4.3845, -7.3664], [5.7868, 3.9828, -6.1398], [5.0730, 5.5656, -8.4959], [5.2858, 6.1481, -6.8378], [2.9992, 4.5866, -8.0160], [3.0148, 5.5739, -6.5555], [-5.8144, 1.2926, 7.0773], [-5.3966, -0.1743, 6.9538], [-6.6614, -0.9978, 6.6557], [-4.8027, -0.6341, 8.2918], [-4.4015, -0.3927, 5.8173], [-4.0109, 0.6075, 4.9464], [-3.2232, 0.3104, 3.8486], [-2.7656, 1.7791, 2.6953], [-2.7821, -0.9828, 3.5180], [-2.1945, -1.2650, 2.3728], [-3.0911, -1.9898, 4.4886], [-3.8938, -1.6680, 5.5709], [-2.6430, -3.4433, 4.2963], [-1.1369, -3.4988, 3.9794], [-3.4984, -4.0427, 3.1623], [-2.8435, -4.3089, 5.5453], [-6.5640, 1.3951, 7.8643], [-6.2559, 1.6488, 6.1457], [-4.9630, 1.9268, 7.3301], [-7.3969, -0.8662, 7.4538], [-6.4326, -2.0606, 6.5718], [-7.1089, -0.6707, 5.7156], [-5.5179, -0.4630, 9.1001], [-3.8887, -0.0813, 8.5142], [-4.5622, -1.6974, 8.2755], [-4.3256, 1.6323, 5.0813], [-4.1461, -2.4556, 6.2681], [-0.8790, -2.8308, 3.1674], [-0.8353, -4.5153, 3.7116], [-0.5665, -3.1884, 4.8577], [-3.6124, -3.3207, 2.3547], [-4.4982, -4.2764, 3.5340], [-3.0541, -4.9629, 2.7709], [-2.3354, -3.8723, 6.4066], [-2.4167, -5.2969, 5.3598], [-3.8987, -4.4530, 5.7846], [0.1453, 1.5008, 3.8703], [1.1068, 0.6110, 3.6179], [0.9009, -0.4117, 2.7044], [1.9085, -1.3547, 2.6267], [1.7618, -2.4678, 1.8848], [3.1060, -1.2412, 3.3162], [4.0854, -2.1441, 3.1449], [3.3009, -0.1695, 4.1650], [4.4594, -0.0210, 4.8143], [2.2779, 0.7424, 4.3469], [2.4461, 1.7585, 5.2036], [-2.5490, -2.6707, -2.9014], [-2.5282, -1.3686, -2.2725], [-3.3213, -0.9808, -1.2593], [-4.0930, -1.9247, -0.6618], [-3.4054, 0.6239, -0.8266], [-1.8618, -2.6644, -3.7434], [-3.5535, -2.9069, -3.2642], [-2.2353, -3.4591, -2.2141], [-1.9318, -0.6410, -2.6334], [-3.8045, -2.8911, -0.7043], [-4.4876, -1.6238, 0.2159]], "lowdin_charge": [1.671, -0.172, 0.540, -0.178, -0.215, -0.249, -0.100, -0.062, -0.157, -0.128, -0.783, 0.616, 0.024, 0.026, 0.034, 0.025, 0.022, 0.016, 0.024, -0.010, 0.016, 0.098, 0.101, 0.066, -0.070, -0.201, -0.053, 0.028, -0.018, -0.632, 0.029, -0.228, -0.331, 0.002, -0.036, 0.089, -0.194, 0.046, -0.155, 0.046, -0.134, -0.124, -0.130, -0.072, 0.038, -0.077, -0.118, 0.074, 0.066, 0.079, 0.111, 0.126, 0.147, 0.138, 0.105, 0.131, 0.138, 0.134, 0.135, 0.186, 0.185, 0.133, 0.134, 0.136, 0.127, -0.071, -0.561, -0.051, -0.051, -0.187, -0.092, -0.522, 0.788, -0.394, -0.360, -0.086, 0.005, -0.517, -0.042, -0.041, -0.074, 0.081, 0.083, 0.088, 0.080, 0.076, 0.089, 0.080, 0.089, 0.073, 0.088, 0.090, 0.042, 0.086, 0.093, 0.056, 0.085, 0.081, 0.090, 0.085, 0.075, 0.056, -0.268, -0.157, -0.265, 0.055, -0.147, 0.098, -0.143, 0.112, -0.142, 0.108, -0.072, -0.052, -0.964, 0.109, 0.580, 0.084, 0.088, 0.063, 0.109, 0.084, 0.089], "lumo_ev": -1.81, "homo_lumo_gap_ev": 4.4, "charge": 0}

Arrangement ii

{"formula": "C46H56BiBrF6N6O4S2Si", "method": "ωB97M-V/def2-TZVPD", "symbols": ["Bi", "C", "Si", "C", "C", "C", "C", "C", "C", "N", "C", "S", "H", "H", "H", "H", "H", "H", "H", "H", "H", "H", "H", "H", "C", "C", "N", "C", "C", "C", "O", "O", "C", "O", "C", "C", "C", "F", "C", "C", "C", "N", "C", "C", "N", "C", "C", "H", "H", "H", "H", "H", "H", "H", "H", "H", "H", "H", "H", "H", "H", "H", "H", "H", "H", "C", "C", "C", "C", "C", "C", "C", "Br", "C", "O", "C", "C", "C", "C", "C", "C", "H", "H", "H", "H", "H", "H", "H", "H", "H", "H", "H", "H", "H", "H", "H", "H", "H", "H", "H", "H", "F", "C", "C", "C", "F", "C", "F", "C", "F", "C", "F", "C", "N", "C", "N", "S", "H", "H", "H", "H", "H", "H"], "coordinates": [[0.0266, 0.7981, 1.9741], [-2.6957, 3.7478, -3.5274], [-0.8931, 3.7618, -3.0402], [-0.5989, 5.1669, -1.8594], [0.1672, 4.1020, -4.5541], [-0.4809, 1.9859, -2.5396], [-0.5351, 1.0401, -3.5542], [-0.2702, -0.3039, -3.3123], [0.0515, -0.6637, -2.0185], [0.1027, 0.2033, -1.0102], [-0.1616, 1.4998, -1.2426], [-0.0358, 2.5779, 0.1318], [-2.9980, 4.7115, -3.9511], [-3.3154, 3.5557, -2.6460], [-2.9122, 2.9676, -4.2639], [-0.7768, 6.1044, -2.3971], [0.4252, 5.1719, -1.4770], [-1.2681, 5.1208, -0.9977], [-0.0464, 5.1002, -4.9519], [-0.0003, 3.3778, -5.3591], [1.2282, 4.0666, -4.2845], [-0.7960, 1.3531, -4.5641], [-0.3444, -1.0470, -4.0983], [0.2775, -1.6938, -1.7642], [3.8725, -4.7357, -1.6206], [4.8875, -3.6865, -1.1827], [4.2612, -2.4579, -0.7034], [3.8804, -2.3860, 0.6215], [3.2086, -1.3593, 1.1808], [2.6056, -1.4868, 2.5817], [3.3738, -1.7854, 3.5138], [1.3794, -1.2170, 2.5851], [2.9458, -0.1991, 0.3949], [2.3651, 0.8003, 0.7859], [3.3739, -0.2605, -1.0110], [3.1204, 0.8410, -1.8215], [3.3339, 0.7608, -3.1625], [3.1346, 1.8517, -3.9432], [3.7302, -0.4361, -3.7597], [4.0511, -1.5145, -2.9536], [3.9263, -1.4263, -1.5566], [3.7388, -0.5945, -5.1776], [4.9878, -0.8763, -5.8648], [4.6727, -1.8671, -7.0193], [3.1791, -1.9183, -7.1410], [2.6218, -0.5378, -7.3290], [2.8631, 0.2310, -5.9999], [4.3774, -5.6397, -1.9667], [3.2376, -4.3574, -2.4252], [3.2231, -5.0014, -0.7858], [5.5704, -3.4348, -1.9932], [5.4971, -4.0733, -0.3687], [4.1561, -3.2413, 1.2284], [2.7394, 1.7491, -1.3633], [4.3511, -2.4438, -3.4251], [5.7010, -1.3130, -5.1736], [5.4305, 0.0391, -6.2734], [5.0220, -2.8757, -6.8111], [5.0815, -1.5390, -7.9710], [2.8566, -2.2014, -6.2068], [2.8641, -2.5769, -7.8474], [1.5659, -0.6212, -7.5723], [3.1400, -0.0852, -8.1707], [1.9261, 0.3901, -5.4713], [3.2924, 1.2089, -6.2253], [-6.4765, -3.3969, 3.6470], [-6.5079, -1.8853, 3.9186], [-7.8377, -1.3098, 3.4070], [-6.4383, -1.6751, 5.4307], [-5.3453, -1.2010, 3.1954], [-4.4466, -0.3656, 3.8337], [-3.4294, 0.2191, 3.1009], [-2.2359, 1.3985, 3.9885], [-3.1837, 0.0172, 1.7343], [-2.1775, 0.6000, 1.1197], [-4.1271, -0.8342, 1.0809], [-5.1596, -1.3909, 1.8229], [-3.9586, -1.1805, -0.4010], [-3.8423, 0.0877, -1.2641], [-5.1329, -1.9951, -0.9461], [-2.6940, -2.0380, -0.5323], [-7.2689, -3.8995, 4.2113], [-5.5153, -3.8204, 3.9476], [-6.6281, -3.6194, 2.5888], [-8.6840, -1.7689, 3.9295], [-7.9580, -1.4932, 2.3365], [-7.8745, -0.2298, 3.5698], [-7.2718, -2.1943, 5.9103], [-6.5103, -0.6168, 5.6939], [-5.5070, -2.0709, 5.8435], [-4.5220, -0.1398, 4.8889], [-5.8711, -2.0216, 1.3060], [-4.7824, 0.6477, -1.2381], [-3.6345, -0.1867, -2.3052], [-3.0442, 0.7364, -0.9062], [-6.0783, -1.4546, -0.8468], [-5.2289, -2.9626, -0.4466], [-4.9647, -2.1850, -2.0097], [-1.8253, -1.4916, -0.1706], [-2.5307, -2.3162, -1.5802], [-2.7995, -2.9536, 0.0554], [-0.9534, 4.0990, 2.8319], [0.2555, 3.8476, 3.3754], [0.8968, 2.6501, 3.1466], [2.1563, 2.5285, 3.6931], [2.8684, 1.3993, 3.5100], [2.7393, 3.5093, 4.4680], [3.9537, 3.3391, 5.0085], [2.0499, 4.6837, 4.7003], [2.5975, 5.6486, 5.4456], [0.7980, 4.8576, 4.1493], [0.1310, 5.9990, 4.3676], [3.4298, 0.7113, 8.4697], [2.1952, 0.8536, 7.7313], [1.9458, 0.2994, 6.5241], [2.9617, -0.3543, 5.9406], [0.4369, 0.4473, 5.7899], [3.3891, 1.3559, 9.3431], [4.2862, 1.0261, 7.8688], [3.5971, -0.3151, 8.8096], [1.3925, 1.2728, 8.1641], [3.8502, -0.4664, 6.3953], [2.8197, -0.8290, 5.0660]], "nbo_charge": [1.778, -1.116, 1.651, -1.120, -1.111, -0.546, -0.096, -0.351, 0.055, -0.502, 0.115, -0.276, 0.232, 0.252, 0.228, 0.231, 0.250, 0.262, 0.234, 0.214, 0.236, 0.188, 0.196, 0.192, -0.621, -0.203, -0.395, 0.088, -0.249, 0.795, -0.722, -0.768, 0.509, -0.625, -0.083, -0.226, 0.382, -0.337, 0.080, -0.307, 0.260, -0.472, -0.235, -0.229, -0.501, -0.236, -0.239, 0.216, 0.200, 0.229, 0.194, 0.218, 0.224, 0.282, 0.206, 0.245, 0.199, 0.228, 0.225, 0.456, 0.438, 0.238, 0.220, 0.256, 0.215, -0.596, -0.068, -0.595, -0.604, -0.076, -0.231, -0.177, 0.118, 0.386, -0.885, -0.097, -0.157, -0.080, -0.603, -0.602, -0.597, 0.199, 0.213, 0.203, 0.198, 0.205, 0.212, 0.204, 0.209, 0.214, 0.222, 0.193, 0.202, 0.185, 0.245, 0.208, 0.203, 0.201, 0.230, 0.184, 0.205, -0.322, 0.370, -0.581, 0.387, -0.323, 0.238, -0.305, 0.275, -0.297, 0.234, -0.300, -0.425, -0.605, 0.311, -0.795, -0.339, 0.216, 0.198, 0.189, 0.415, 0.380, 0.457], "lumo_ev": -1.76, "homo_lumo_gap_ev": 4.4, "charge": 0}

If we sort the structures by their calculated energies, the order from most to least stable is arrangement ii, arrangement i.

Arrangement i

{"formula": "C2H4OS3", "method": "ωB97M-V/def2-TZVPD", "symbols": ["C", "C", "O", "S", "S", "S", "H", "H", "H", "H"], "coordinates": [[-0.0251, 0.5472, -0.0738], [-0.0635, 0.4416, 1.4335], [-0.5894, -2.2462, -0.7483], [1.1944, -0.9510, -2.6711], [-1.4398, 0.5365, -1.1395], [0.0232, -0.9823, -1.1627], [1.2809, 1.5025, -0.8381], [0.9479, 0.3005, 1.6595], [-0.6717, -0.3930, 1.6322], [-0.6570, 1.2442, 1.9083]], "nbo_charge": [-0.398, -0.690, -0.867, -0.334, 0.041, 1.341, 0.183, 0.239, 0.240, 0.245], "lumo_ev": -0.54, "homo_lumo_gap_ev": 8.8, "charge": 0}

Arrangement ii

{"formula": "C2H4OS3", "method": "ωB97M-V/def2-TZVPD", "symbols": ["C", "C", "O", "S", "S", "S", "H", "H", "H", "H"], "coordinates": [[2.4273, -0.0347, -0.0993], [2.5652, 0.8296, 0.8598], [-2.1916, -0.7293, -2.1476], [2.0452, -1.2020, -1.0746], [-3.1430, -0.6449, 0.6757], [-1.9219, -0.0170, -0.8972], [1.5736, 1.1551, 1.1025], [-4.0044, 0.3799, 0.6095], [3.5294, 1.0981, 1.3153], [-0.8798, -0.8349, -0.3442]], "nbo_charge": [-0.033, -0.618, -0.938, 0.126, -0.217, 0.974, 0.261, 0.138, 0.266, 0.041], "lumo_ev": -0.30, "homo_lumo_gap_ev": 8.6, "charge": 0}

If we sort the structures by their calculated energies, the order from most to least stable is arrangement ii, arrangement i.